Record 1
20
Properties=species:S:1:pos:R:3:forces:R:3 method="wB97M-V/def2-TZVPD" e_above_lowest_kj_mol=296.0 e_homo_ev=-8.39 total_energy_ev=-24989.21491
C 1.33131 -1.05367 -0.80991 1.027 2.338 1.551
C 0.99117 0.33966 -0.16856 -2.034 0.382 -0.522
C -1.89917 0.44097 -0.73264 -0.603 1.104 -1.350
C 1.80929 1.65054 -0.81005 -2.084 -4.424 -0.582
C -1.49032 -0.46574 1.51128 0.589 -0.446 -0.810
C -0.93145 -0.33673 0.11736 2.120 0.559 -0.872
P 2.24579 -0.41809 0.83407 0.615 -1.039 -0.453
P -0.21393 -1.98024 -0.63440 -0.912 1.777 -1.412
H 1.90643 -0.90554 -1.73116 -0.006 -0.858 0.345
H -1.99336 1.53144 -0.33241 -0.079 -1.887 -0.630
H -2.97804 -0.08110 -0.73969 2.389 1.174 -0.123
H -1.46028 0.52847 -1.79914 -1.099 -0.153 1.502
H 1.44321 1.84841 -1.79477 -0.184 0.449 -0.580
H 1.87528 2.45672 -0.19023 -0.368 2.230 1.723
H 2.79781 1.23180 -0.84734 0.634 -0.046 -0.497
H -0.89125 -1.08237 2.14955 0.162 -0.597 0.354
H -2.51463 -0.82257 1.42471 -0.053 -0.366 0.122
H -1.54224 0.47239 1.97414 -0.159 1.619 0.656
H 1.60590 -1.00637 1.94427 -0.574 -0.501 -0.269
H -0.09150 -2.34799 0.63490 0.620 -1.316 1.846

***

Record 2
12
Properties=species:S:1:pos:R:3:forces:R:3 method="wB97M-V/def2-TZVPD" charge=+1 e_homo_ev="-12.13 / -12.12" total_energy_ev=-22011.05229
La 0.52175 -1.23831 -1.04412 -0.377 1.234 2.771
S 0.76287 -0.41902 1.88480 -2.654 1.196 2.420
O -0.43677 -0.55264 2.77567 2.491 0.073 -2.093
O 0.94483 -1.78244 1.09316 0.014 -0.994 -1.709
O 0.28688 0.46264 0.59360 0.202 -1.764 -1.060
O 1.25817 0.74743 -2.16515 -1.260 -0.706 -2.994
C 1.36186 2.13977 -1.31377 1.152 3.187 1.289
C 2.45390 1.50021 -2.06930 0.602 -1.781 2.803
H 0.41876 2.47979 -0.87728 -0.009 -2.737 2.079
H 1.66110 3.19266 -1.27193 -0.571 2.092 -3.552
H 3.30939 1.13028 -1.49657 -0.019 -0.538 -0.573
H 2.62674 1.89984 -3.07368 0.429 0.737 0.619

***

Record 3
81
Properties=species:S:1:pos:R:3:forces:R:3 method="wB97M-V/def2-TZVPD" charge=+1 s2=6.07 multiplicity=5 e_homo_ev="-8.66 / -10.24" total_energy_ev=-97792.71921
Co 1.03745 1.81871 -0.61133 -1.479 1.003 0.902
C 4.40518 -0.63152 -0.12957 1.331 -0.883 1.466
C 3.59365 0.34639 -0.61651 -1.718 0.392 0.073
N 2.46165 0.68156 0.05060 1.970 -1.431 0.168
C 2.21482 0.09486 1.27890 2.099 -0.903 -2.346
C 3.01043 -0.98813 1.67967 0.880 0.835 -0.910
N 4.12518 -1.30172 1.00568 -0.455 0.198 -0.413
C 1.03357 0.55726 1.89160 -2.563 1.454 1.685
C 0.47466 0.18945 3.12472 0.147 -0.060 -0.602
C -0.83661 0.60737 3.43216 0.230 0.179 -1.115
C -1.48465 1.54126 2.57564 0.764 -0.344 0.254
C -0.78276 2.00018 1.44968 -0.486 -0.516 0.815
N 0.40041 1.48796 1.13091 0.784 -1.088 1.600
C -1.23198 2.95399 0.36164 0.015 0.195 -0.824
C -2.00923 4.16390 0.74280 -0.544 1.652 -0.174
N -1.74153 5.39450 0.35033 -0.347 -1.487 0.565
C -0.59450 5.61948 -0.35748 -1.347 0.458 0.804
C 0.27900 4.58962 -0.61466 1.046 -1.203 -0.463
N 0.02486 3.34409 -0.27946 -0.886 0.836 -0.463
C -1.48733 -0.04455 4.57967 -1.071 -0.179 0.045
C -1.06383 -1.30472 5.01771 0.869 -0.024 0.319
C -1.55031 -1.78300 6.23458 -0.415 -0.217 -0.435
N -2.58587 -1.23030 6.85546 0.151 0.475 0.347
C -3.11605 -0.11385 6.35069 0.200 -0.128 -0.538
C -2.61063 0.51582 5.20598 -0.347 0.675 0.097
H 5.38051 -0.84519 -0.59153 -0.651 -0.082 0.082
H 3.77226 0.79504 -1.59261 -0.160 0.072 0.279
H 2.80610 -1.58792 2.54681 -0.195 -0.043 0.301
H 1.00162 -0.45960 3.83845 -0.198 0.342 -0.615
H -2.49999 1.87024 2.80158 0.415 -0.012 -0.153
H -2.97193 4.00767 1.25415 0.506 0.139 -0.079
H -0.45286 6.64473 -0.65946 0.328 -0.032 -0.137
H 1.23776 4.77578 -1.11347 -0.422 -0.103 0.048
H -0.31213 -1.90084 4.46458 -0.473 0.554 0.500
H -1.12293 -2.66377 6.72053 -0.162 0.134 -0.344
H -3.96731 0.29093 6.89275 0.071 -0.025 -0.189
H -3.11189 1.44451 4.80961 0.793 -1.030 0.681
C 3.31341 2.46480 -5.53972 -0.171 -0.141 -0.346
C 2.03148 1.99193 -5.79343 -0.755 -0.185 0.634
C 1.10172 1.94137 -4.74796 0.218 -0.144 -0.601
C 1.47778 2.26438 -3.44006 -1.002 -0.416 -0.387
C 2.77464 2.67240 -3.17529 0.434 0.184 -0.974
C 3.66044 2.81696 -4.24844 0.370 -0.100 0.538
N 0.52226 2.15503 -2.40411 1.969 -0.051 -0.218
N -0.70655 2.00185 -2.79473 -0.744 0.648 -0.433
C -1.85940 2.04078 -2.04643 0.333 -0.210 -0.423
C -2.96800 1.71945 -2.87482 0.484 -0.018 -0.603
C -4.20575 1.40264 -2.41653 -0.013 0.441 0.436
C -4.38857 1.35113 -1.03151 0.006 -0.514 0.065
C -3.33488 1.67173 -0.18182 -1.646 0.356 -0.009
C -2.16610 2.20663 -0.66990 1.900 -0.047 0.361
H 4.00874 2.53450 -6.36656 0.153 0.068 0.184
H 1.74041 1.61840 -6.77735 0.123 0.338 0.228
H 0.06428 1.63391 -4.88690 0.467 0.014 -0.167
H 3.13713 2.93614 -2.19855 -0.156 0.102 0.485
H 4.66510 3.17054 -4.03016 -0.117 -0.003 -0.125
H -2.75700 1.69598 -3.93645 0.034 0.006 0.017
H -5.00237 1.24275 -3.12986 -0.105 -0.190 0.188
H -5.34671 1.04237 -0.65102 -0.073 -0.092 0.314
H -3.51302 1.61549 0.88698 -0.018 0.136 -0.058
C 0.65076 -7.00003 0.34732 -0.381 -0.432 -0.620
C 0.48203 -5.55200 -0.02118 -0.429 0.953 0.517
C -0.52001 -4.77572 0.60597 0.424 0.110 -0.737
C -0.66863 -3.40094 0.34019 -0.088 -0.253 -0.452
C -1.71581 -2.57630 1.08489 -0.109 -0.941 -0.429
C 0.12424 -2.82940 -0.68160 0.669 -0.261 0.253
Te -0.30433 -0.77133 -1.19996 -0.359 -0.924 -0.524
C 1.14019 -3.58614 -1.33936 -0.707 0.651 0.370
C 1.98230 -3.00214 -2.47800 -1.138 -0.634 0.543
C 1.31979 -4.91897 -0.94357 0.248 0.032 -0.180
H 0.31698 -7.22608 1.36728 0.249 0.185 -0.203
H 1.69069 -7.29830 0.19836 -0.104 -0.091 0.204
H 0.03587 -7.64030 -0.32362 0.351 0.363 0.316
H -1.23119 -5.29386 1.24695 0.196 0.275 0.196
H -2.22532 -3.22072 1.81804 0.000 0.314 -0.305
H -2.45552 -2.12458 0.39909 0.184 -0.288 0.224
H -1.25657 -1.76919 1.63041 0.316 0.453 0.302
H 2.04304 -1.92225 -2.41569 0.210 0.297 0.091
H 1.49171 -3.23564 -3.43327 0.254 -0.004 0.148
H 2.96108 -3.45399 -2.44364 0.386 0.028 -0.207
H 2.16489 -5.47349 -1.38486 -0.544 0.185 0.157

***

Record 4
40
Properties=species:S:1:pos:R:3:forces:R:3 method="wB97M-V/def2-TZVPD" e_above_lowest_kj_mol=2.7 e_homo_ev=-9.10 total_energy_ev=-22393.83103 smiles="CC(C)[C@H](N)C(=O)N[C@@H](CCCCN)C(=O)O"
C 1.91313 -2.12550 0.99783 0.968 -0.857 -0.084
C 0.54367 -1.74903 0.60092 -2.890 0.254 -1.205
C 2.37247 -1.01779 1.92356 1.350 -0.207 -0.840
C 2.35824 0.37289 1.26689 0.447 -0.322 0.498
C 3.74367 -1.35722 2.51402 -1.387 0.093 1.899
C -0.84646 -0.89514 -1.29801 -0.862 0.090 -0.920
C -0.75369 -1.36391 -2.76115 -0.834 0.394 1.837
C -1.23501 0.58465 -1.34810 -1.557 -0.101 0.742
C -1.58113 1.09481 0.06166 0.760 -0.177 0.727
C -2.10431 2.52457 0.00649 0.590 0.032 0.444
C -3.50708 2.60039 -0.56772 -0.662 -0.526 0.182
H 2.52626 -3.24346 -0.57845 -0.225 0.139 -0.229
H 3.74382 -2.54864 0.12554 0.385 0.311 0.435
H 1.81802 -3.03388 1.61383 -0.141 0.198 -0.049
H 1.65433 -1.10031 2.69324 -0.798 0.420 1.141
H 2.83234 1.07938 1.96835 -0.611 0.028 -0.206
H 1.34203 0.64764 0.95703 0.445 0.261 0.283
H 3.00643 0.37560 0.39104 -0.084 -0.094 -0.194
H 4.52963 -1.20116 1.84698 1.318 0.138 -1.355
H 3.88991 -0.61279 3.31942 0.221 -0.602 -0.054
H 3.80318 -2.39702 2.92585 -0.127 0.888 -0.253
H 1.20770 -1.16428 -1.22665 0.223 -0.050 -0.060
H -1.63804 -1.44517 -0.80016 -0.174 -0.145 0.127
H -2.19482 0.73688 -1.92280 1.143 -0.531 0.212
H -0.45599 1.13612 -1.86353 0.224 0.368 0.152
H -2.26373 0.38336 0.57241 -0.191 0.448 -0.616
H -0.74805 1.05366 0.78848 0.157 0.075 -0.717
H -1.40765 3.09732 -0.63301 -0.250 -0.010 0.183
H -2.02054 2.98720 1.00488 -0.369 -0.163 -0.259
H -3.39639 2.42576 -1.66232 -0.498 0.362 0.599
H -4.10676 1.71382 -0.18872 0.457 1.157 -0.279
H -4.48901 4.07534 0.59640 -0.145 -0.326 1.296
H -3.62313 4.64250 -0.62658 -0.381 -0.359 0.040
H -1.80287 -1.70078 -4.28435 0.086 0.101 -0.134
N 2.79598 -2.36273 -0.15122 -0.454 -0.147 -0.269
N 0.39026 -1.16135 -0.63741 0.902 -0.374 0.513
N -4.22437 3.86639 -0.32993 0.834 0.024 -2.039
O -0.42366 -1.91241 1.34690 0.826 0.095 -0.296
O 0.27378 -1.72554 -3.21972 1.277 -0.694 -1.369
O -1.92214 -1.28016 -3.42187 0.026 -0.191 0.115